The following is a quantum chemistry calculation of a structure of composition C22H22Br2IrN4O5, from OMol25.

The LUMO energy (spin up / spin down) comes out at -0.41 / -0.41 eV. As for the HOMO energy (spin up / spin down): -7.4 / -7.8 eV. Its spin multiplicity is 2. For the relative energy (zero: lowest compared OMol25 entry of this formula, charge and spin), the calculation gives 107.27 kJ/mol.

Positions of all 56 atoms, in Å:
Ir: 0.7920 0.7943 -0.2070
Br: -3.9337 2.2522 1.1629
C: -2.4804 3.2611 0.5184
C: -2.6134 4.6513 0.3920
C: -1.5908 5.4269 -0.0812
Br: -1.8342 7.2987 -0.2284
C: -0.3626 4.8375 -0.4554
C: 0.7673 5.5167 -0.9637
C: 1.8926 4.8169 -1.2943
C: 1.9248 3.4248 -1.1160
N: 0.8889 2.7704 -0.6409
C: -0.2537 3.4428 -0.3089
C: -1.3072 2.6089 0.1770
O: -1.1166 1.3230 0.2537
H: -3.5501 5.1106 0.6759
H: 0.7260 6.5899 -1.0895
H: 2.7644 5.3170 -1.6908
H: 2.7928 2.8310 -1.3685
C: 1.0769 -4.7702 0.5639
N: 0.6937 -3.5550 -0.1434
C: 0.2238 -3.5955 -1.4167
C: -0.0860 -2.4874 -2.1269
C: 0.0989 -1.2604 -1.4381
O: -0.0481 -0.0733 -1.8952
N: 0.5177 -1.2423 -0.1609
C: 0.9521 -2.3386 0.5133
O: 1.5113 -2.3194 1.5919
H: 0.6551 -5.6256 0.0422
H: 0.6930 -4.7318 1.5799
H: 2.1614 -4.8618 0.6102
H: 0.1184 -4.5870 -1.8366
H: -0.4317 -2.5265 -3.1460
C: -3.2143 -3.4937 0.0210
C: -3.4249 -2.0023 0.2648
C: -4.8927 -1.7191 0.6195
C: -2.5067 -1.4778 1.3105
H: -3.8811 -3.8678 -0.7583
H: -3.4165 -4.0572 0.9358
H: -2.1874 -3.6997 -0.2834
H: -3.2195 -1.4595 -0.6706
H: -5.1721 -2.2470 1.5339
H: -5.5561 -2.0481 -0.1837
H: -5.0549 -0.6533 0.7809
H: -1.8592 -2.1426 1.8687
H: -2.4935 -0.4249 1.5472
O: 4.0323 -0.9212 -1.7916
C: 3.9331 -0.3620 -0.7322
C: 5.0108 -0.2683 0.3560
C: 4.3091 0.3468 1.5755
C: 2.9763 0.6952 0.9943
O: 1.9624 1.2302 1.5118
N: 2.8156 0.3180 -0.2663
H: 5.8188 0.3591 -0.0211
H: 5.4219 -1.2586 0.5389
H: 4.8038 1.2231 1.9916
H: 4.1522 -0.3686 2.3834